One molecule with the formula C4H5ClO5 at a distorted geometry, computed with ωB97M-V/def2-TZVPD.

The geometry in ORCA input format:
```
! RIJCOSX wB97M-V def2-TZVPD def2/J DEFGRID3
* xyz 0 1
C -1.511 1.514 0.097
C -1.151 0.355 1.211
O -1.063 0.741 2.487
O -0.973 -1.071 0.897
C 0.445 -1.459 0.835
O 1.316 -0.526 0.103
C 1.200 -0.675 -1.356
O 0.073 -1.136 -1.956
O 2.289 -0.279 -2.310
Cl 2.872 1.275 -1.871
H -1.645 2.597 0.559
H -2.563 1.263 -0.405
H -0.666 1.462 -0.722
H 0.840 -1.472 1.961
H 0.538 -2.590 0.470
*
```

Summary:
- lowest unoccupied orbital energy (eV) = -1.12
- largest force on an atom (eV/Å) = 9.5
- SMILES = CC(=O)OCOC(=O)OCl

C7H24ClHfINP2 as an isolated structure at a distorted geometry, computed with ωB97M-V/def2-TZVPD.

The geometry in ORCA input format:
```
! RIJCOSX wB97M-V def2-TZVPD def2/J DEFGRID3
* xyz 3 1
C -0.408 0.085 -3.393
I -3.189 -0.200 -0.913
H 0.553 0.159 -3.929
H -1.010 0.981 -3.703
H -0.932 -0.796 -3.812
Hf -0.416 -0.028 -1.237
P 0.004 2.461 -0.611
C -1.534 3.395 -0.313
C 0.998 3.041 0.807
H 1.328 4.066 0.597
H 0.850 4.412 -1.712
H 1.880 2.406 0.950
H 1.804 2.959 -2.161
H -1.843 3.294 0.738
H 0.407 3.042 1.739
C 0.797 3.354 -1.987
H -1.360 4.453 -0.550
H 0.218 3.232 -2.910
H -2.336 2.989 -0.942
P 0.022 -2.466 -0.244
C -1.479 -3.392 0.234
C 0.819 -3.545 -1.476
H 1.936 -2.195 1.273
H 1.379 -3.884 1.174
H 0.481 -2.714 2.168
C 1.054 -2.839 1.239
H 1.806 -3.154 -1.752
H 0.924 -4.551 -1.037
H -1.263 -4.474 0.189
H -2.293 -3.132 -0.457
H 0.195 -3.595 -2.376
H -1.786 -3.121 1.258
Cl 1.987 -0.141 -1.256
N -0.652 0.135 1.206
H -1.184 0.953 1.522
H 0.280 0.195 1.642
H -1.128 -0.662 1.625
*
```

Summary:
- lowest unoccupied orbital energy (alpha / beta) (eV) = -16.47 / -16.25
- largest force on an atom (eV/Å) = 3.9

A 2-piece molecular cluster, C5H8O2 overall at a distorted geometry, computed with ωB97M-V/def2-TZVPD.

The geometry in ORCA input format:
```
! RIJCOSX wB97M-V def2-TZVPD def2/J DEFGRID3
* xyz 0 1
O -2.264 -0.016 0.412
C -1.001 -0.604 0.672
C -0.342 -1.142 -0.634
C 0.684 -0.033 -0.476
O 2.220 -0.344 -0.285
C 0.225 1.371 -0.306
C 0.203 0.391 0.869
H -2.384 0.675 1.082
H -1.072 -1.351 1.474
H 0.108 -2.131 -0.497
H -0.948 -1.128 -1.547
H 2.731 0.322 -0.786
H 0.986 2.149 -0.246
H -0.681 1.679 -0.837
H 1.677 0.102 1.011
*
```

Summary:
- lowest unoccupied orbital energy (eV) = 0.77
- largest force on an atom (eV/Å) = 3.4
- energy relative to the best compared isomer or geometry (same formula, charge and spin) (eV) = 5.769